1.
Molecular formula: C16H15AsCl5O8PtS
Method: DFT, the ωB97M-V functional and the def2-TZVPD basis

E_HOMO (Ha): -0.4609
ΔE to the lowest compared entry with this formula, charge and spin (eV): 0.000
Lowest unoccupied orbital energy (eV): -4.99
Net charge: +1

Geometry as XYZ:
```
47
C16H15AsCl5O8PtS | OMol25 | the ωB97M-V functional and the def2-TZVPD basis
Pt 1.765 -1.309 0.900
O 0.216 1.269 4.016
As 1.684 0.722 3.222
O 2.935 0.697 4.231
O 1.017 -0.779 2.605
C 1.660 2.002 1.718
C 0.794 3.085 1.879
C 0.667 4.063 0.896
C 1.438 4.002 -0.257
C 2.328 2.954 -0.421
C 2.423 1.961 0.548
S 3.522 0.633 0.137
O 4.802 1.157 -0.164
O 2.865 -0.160 -0.924
O 3.430 -0.241 1.381
H 0.393 1.334 4.966
H 0.209 3.159 2.785
H -0.009 4.894 1.055
H 1.370 4.780 -1.006
H 2.966 2.903 -1.295
C 0.057 -3.007 -2.452
O 0.318 -1.741 -1.852
C -0.468 -0.726 -2.425
C 0.055 0.625 -2.015
O -0.219 0.839 -0.561
C -0.941 1.755 -0.146
H 0.263 -2.970 -3.525
H -0.985 -3.309 -2.298
H 0.721 -3.727 -1.984
H -1.528 -0.836 -2.148
H -0.408 -0.753 -3.521
H -0.422 1.440 -2.559
H 1.140 0.658 -2.072
H -1.406 2.463 -0.834
H -1.090 1.812 0.924
H -1.169 -0.788 1.288
Cl -3.544 0.513 0.405
C -3.036 -1.137 0.260
C -1.798 -1.493 0.758
C -1.369 -2.793 0.584
Cl 0.240 -3.203 1.113
C -2.168 -3.762 -0.004
Cl -1.612 -5.373 -0.155
C -3.430 -3.392 -0.479
Cl -4.430 -4.559 -1.224
C -3.863 -2.069 -0.366
Cl -5.385 -1.600 -0.987
```

=====

2.
Molecular formula: C4H10N2O2
Method: DFT, the ωB97M-V functional and the def2-TZVPD basis

E_HOMO (Ha): -0.3494
ΔE to the lowest compared entry with this formula, charge and spin (eV): 1.993
Lowest unoccupied orbital energy (eV): 0.83
Net charge: 0

Geometry as XYZ:
```
18
C4H10N2O2 | OMol25 | the ωB97M-V functional and the def2-TZVPD basis
O -2.732 -1.654 1.419
C -2.676 -0.461 1.593
N -1.929 0.354 0.780
C -0.895 -0.213 -0.070
C 0.512 -0.042 0.517
N 1.281 0.948 -0.279
C 1.816 0.497 -1.540
O 2.752 -0.569 -1.448
H -3.307 0.004 2.365
H -2.009 1.357 0.725
H -1.149 -1.267 -0.170
H -0.939 0.228 -1.063
H 1.135 -0.928 0.672
H 0.394 0.382 1.508
H 2.073 1.217 0.287
H 0.993 0.169 -2.178
H 2.356 1.335 -1.980
H 2.324 -1.357 -1.138
```

=====

3.
Molecular formula: H26O13
Method: DFT, the ωB97M-V functional and the def2-TZVPD basis

E_HOMO (Ha): -0.3861
ΔE to the lowest compared entry with this formula, charge and spin (eV): 2.381
Lowest unoccupied orbital energy (eV): -0.06
Net charge: 0

Geometry as XYZ:
```
39
H26O13 | OMol25 | the ωB97M-V functional and the def2-TZVPD basis
O 0.578 -0.253 4.095
H 1.304 0.061 4.607
H 0.435 0.430 3.479
O -1.050 -2.879 -0.530
H -0.834 -2.079 -0.117
H -0.322 -3.013 -1.149
O 2.255 2.290 2.807
H 2.461 2.750 2.001
H 1.970 1.440 2.429
O -0.456 1.388 2.144
H -1.309 1.757 2.032
H -0.053 2.137 1.761
O -2.411 -1.660 -2.551
H -2.046 -1.913 -1.686
H -2.902 -2.443 -2.704
O 2.740 -0.449 -1.737
H 2.413 0.371 -1.475
H 2.246 -0.607 -2.545
O 2.635 -0.340 1.960
H 2.227 -0.920 1.294
H 2.972 -0.882 2.619
O 1.885 -2.409 -0.011
H 2.756 -2.814 0.024
H 1.924 -1.819 -0.751
O 1.713 1.968 -1.243
H 1.441 2.216 -2.129
H 1.078 1.334 -0.786
O -1.136 1.783 -1.751
H -1.343 1.493 -2.641
H -1.883 1.746 -1.128
O -2.647 0.125 0.336
H -3.258 -0.440 -0.017
H -2.291 -0.398 1.066
O 0.231 0.106 -0.144
H -0.552 0.194 -0.660
H -0.071 0.584 0.619
O -3.768 0.589 -2.232
H -3.853 0.631 -3.152
H -3.080 -0.058 -2.143
```

=====

4.
Molecular formula: C59H92FIN22
Method: DFT, the ωB97M-V functional and the def2-TZVPD basis

E_HOMO (Ha): -0.3466
Lowest unoccupied orbital energy (eV): 0.04
Net charge: 0

Geometry as XYZ:
```
175
C59H92FIN22 | OMol25 | the ωB97M-V functional and the def2-TZVPD basis
C 3.569 -1.863 0.454
C 3.491 -0.742 -0.734
C 3.868 -1.367 -2.174
C 2.573 -1.942 -2.966
C 2.696 -3.542 -3.098
C 1.499 -4.379 -2.421
C 1.051 -3.874 -0.965
C -0.436 -4.312 -0.535
C -1.593 -3.671 -1.496
C -2.187 -2.305 -0.883
C -3.330 -1.614 -1.833
C -3.600 -2.574 -3.114
N -3.597 -3.098 -4.196
C -2.730 -0.190 -2.282
I -2.734 1.335 -0.730
C -3.397 0.450 -3.597
C -2.452 1.717 -4.026
C -4.722 -1.548 -1.033
C -5.889 -1.142 -2.058
N -6.652 -0.770 -2.903
C -5.167 -3.007 -0.432
C -5.074 -2.899 1.193
F -4.712 -4.170 1.804
H 4.370 -1.589 1.232
H 2.540 -1.948 0.975
H 3.844 -2.884 -0.009
H 2.418 -0.332 -0.757
H 4.202 0.114 -0.477
H 4.694 -2.148 -2.018
H 4.358 -0.515 -2.786
H 2.635 -1.495 -4.031
H 1.598 -1.568 -2.504
H 2.676 -3.776 -4.234
H 3.683 -3.952 -2.696
H 1.899 -5.459 -2.278
H 0.650 -4.467 -3.186
H 1.135 -2.749 -0.790
H 1.769 -4.379 -0.210
H -0.591 -5.458 -0.530
H -0.633 -3.940 0.537
H -2.395 -4.502 -1.585
H -1.079 -3.439 -2.490
H -2.565 -2.475 0.194
H -1.279 -1.592 -0.768
H -1.618 -0.380 -2.549
H -4.460 0.849 -3.446
H -3.415 -0.237 -4.510
H -2.735 2.683 -3.492
H -2.612 1.918 -5.155
H -1.355 1.417 -3.917
H -4.736 -0.834 -0.143
H -4.459 -3.849 -0.783
H -6.261 -3.253 -0.659
H -6.063 -2.480 1.614
H -4.253 -2.155 1.514
C -5.229 1.349 3.139
C -4.148 0.478 2.669
N -3.298 -0.208 2.300
H -5.617 1.022 4.107
H -4.892 2.382 3.258
H -6.068 1.361 2.442
C -4.072 3.936 6.360
C -4.641 4.549 5.156
N -5.089 5.028 4.208
H -4.223 2.855 6.372
H -2.997 4.113 6.432
H -4.527 4.336 7.270
C 6.282 3.365 -1.314
C 6.375 1.903 -1.249
N 6.451 0.753 -1.198
H 5.668 3.693 -2.157
H 5.834 3.781 -0.408
H 7.265 3.827 -1.429
C -1.981 3.994 -7.776
C -1.494 4.017 -6.393
N -1.112 4.033 -5.307
H -1.232 4.380 -8.472
H -2.231 2.980 -8.097
H -2.879 4.605 -7.895
C -4.348 -2.497 -7.531
C -4.106 -1.803 -8.799
N -3.916 -1.258 -9.796
H -5.360 -2.315 -7.159
H -4.230 -3.578 -7.634
H -3.654 -2.169 -6.754
C 10.616 4.623 -0.207
C 9.289 4.750 0.402
N 8.245 4.851 0.878
H 10.747 5.321 -1.035
H 11.413 4.822 0.514
H 10.782 3.619 -0.602
C 8.227 3.713 4.293
C 8.711 3.757 5.677
N 9.092 3.792 6.763
H 8.972 4.100 3.594
H 7.989 2.693 3.982
H 7.322 4.311 4.165
C -2.143 -0.239 7.513
C -2.372 1.165 7.869
N -2.553 2.269 8.149
H -1.305 -0.663 8.070
H -3.020 -0.856 7.724
H -1.915 -0.352 6.450
C 9.658 2.370 -3.844
C 9.410 3.779 -3.528
N 9.213 4.887 -3.280
H 10.507 1.976 -3.280
H 8.793 1.746 -3.607
H 9.879 2.230 -4.904
C -8.585 0.467 5.236
C -8.336 1.176 3.978
N -8.139 1.733 2.989
H -9.600 0.639 5.601
H -8.463 -0.610 5.121
H -7.897 0.791 6.022
C -10.064 -3.355 5.048
C -10.347 -2.541 6.233
N -10.568 -1.901 7.165
H -9.982 -4.416 5.298
H -10.851 -3.260 4.297
H -9.126 -3.062 4.572
C 2.439 4.516 -1.738
C 2.971 3.190 -2.067
N 3.389 2.146 -2.326
H 2.027 5.013 -2.619
H 1.639 4.454 -0.996
H 3.213 5.169 -1.328
C 7.334 6.342 -6.579
C 7.427 4.881 -6.512
N 7.499 3.733 -6.460
H 6.716 6.668 -7.418
H 6.893 6.758 -5.670
H 8.318 6.802 -6.702
C 13.570 2.161 -1.664
C 13.051 3.505 -1.940
N 12.643 4.561 -2.156
H 13.820 2.035 -0.610
H 12.840 1.388 -1.918
H 14.475 1.954 -2.239
C -5.501 -6.049 -5.079
C -5.000 -7.382 -5.427
N -4.606 -8.429 -5.701
H -5.904 -5.530 -5.951
H -6.300 -6.102 -4.335
H -4.711 -5.418 -4.662
C -12.692 -6.841 6.028
C -12.440 -6.131 4.770
N -12.243 -5.573 3.783
H -13.707 -6.666 6.391
H -12.570 -7.920 5.911
H -12.005 -6.520 6.815
C 17.038 -0.580 -1.201
C 15.764 -0.218 -0.572
N 14.764 0.067 -0.077
H 16.982 -0.508 -2.290
H 17.848 0.076 -0.874
H 17.329 -1.604 -0.957
C -0.170 6.068 4.837
C -0.337 4.683 5.286
N -0.468 3.595 5.639
H -0.202 6.144 3.748
H -0.956 6.716 5.231
H 0.787 6.484 5.163
C -10.933 -0.865 1.012
C -10.460 -0.871 2.399
N -10.088 -0.874 3.489
H -10.175 -0.470 0.331
H -11.185 -1.871 0.670
H -11.827 -0.248 0.895
C -1.865 -4.601 7.773
C -0.889 -3.561 7.432
N -0.122 -2.745 7.163
H -1.443 -5.339 8.459
H -2.750 -4.178 8.256
H -2.205 -5.139 6.886
```

=====

5.
Molecular formula: C2H6N4S
Method: DFT, the ωB97M-V functional and the def2-TZVPD basis

E_HOMO (Ha): -0.2834
ΔE to the lowest compared entry with this formula, charge and spin (eV): 3.384
Lowest unoccupied orbital energy (eV): 0.48
Net charge: 0

Geometry as XYZ:
```
13
C2H6N4S | OMol25 | the ωB97M-V functional and the def2-TZVPD basis
H -0.857 -2.243 -2.302
N -0.557 -1.383 -1.828
N -0.265 -0.513 -2.700
S 0.272 0.958 -2.373
C 0.457 1.527 -0.686
C 0.364 1.019 0.552
N 0.164 -0.254 0.975
N -0.158 -0.465 2.322
H 0.721 2.568 -0.780
H 0.527 1.697 1.380
H -0.087 -0.950 0.268
H -1.093 -0.855 2.428
H 0.513 -1.106 2.744
```

=====

6.
Molecular formula: C22H19O6S3
Method: DFT, the ωB97M-V functional and the def2-TZVPD basis

E_HOMO (Ha): -0.1126
Lowest unoccupied orbital energy (eV): 2.53
Net charge: -1

Geometry as XYZ:
```
50
C22H19O6S3 | OMol25 | the ωB97M-V functional and the def2-TZVPD basis
C -6.642 1.724 -3.439
O -5.770 0.582 -3.593
C -4.446 0.730 -3.331
C -3.687 -0.459 -3.169
C -2.383 -0.390 -2.731
C -1.740 0.867 -2.521
S -0.107 0.993 -2.166
C -2.526 2.047 -2.686
C -3.825 1.992 -3.144
H -7.644 1.298 -3.443
H -6.459 2.247 -2.492
H -6.522 2.409 -4.286
H -4.183 -1.401 -3.384
H -1.810 -1.296 -2.560
H -2.062 3.007 -2.475
H -4.386 2.909 -3.344
C -0.645 3.332 4.810
O -1.378 2.303 4.109
C -0.892 1.854 2.925
C 0.385 2.201 2.422
C 0.905 1.483 1.358
C 0.179 0.440 0.747
C 0.818 -0.413 -0.243
C 2.129 -0.783 -0.117
S 2.945 -1.786 -1.346
O 1.989 -2.716 -1.900
O 3.757 -0.942 -2.190
C 4.024 -2.694 -0.219
C 4.098 -2.205 1.072
C 4.861 -2.855 2.040
C 5.568 -4.002 1.683
C 5.500 -4.496 0.375
C 4.721 -3.845 -0.582
S 3.061 -0.759 1.410
O 3.902 0.420 1.441
O 2.211 -1.099 2.525
C -1.167 0.259 1.128
C -1.689 0.912 2.222
H -1.285 3.587 5.655
H 0.325 2.962 5.175
H -0.491 4.215 4.171
H 0.995 2.966 2.909
H 1.886 1.765 0.978
H 0.215 -1.021 -0.927
H 4.887 -2.457 3.053
H 6.165 -4.521 2.430
H 6.040 -5.399 0.098
H 4.633 -4.212 -1.602
H -1.774 -0.451 0.562
H -2.687 0.698 2.594
```

=====

7.
Molecular formula: C5H24N2O7
Method: DFT, the ωB97M-V functional and the def2-TZVPD basis

E_HOMO (Ha): -0.3234
ΔE to the lowest compared entry with this formula, charge and spin (eV): 5.026
Lowest unoccupied orbital energy (eV): 0.26
Net charge: 0

Geometry as XYZ:
```
38
C5H24N2O7 | OMol25 | the ωB97M-V functional and the def2-TZVPD basis
N 0.894 -1.944 1.838
C 0.813 -1.683 0.381
C 0.391 -2.577 -0.587
C -0.076 -2.133 -1.972
C 0.561 -0.737 -2.298
N 1.252 -0.387 -3.588
C -0.792 0.323 -2.076
O -0.403 1.547 -2.677
H 1.832 -1.791 2.151
H 0.651 -2.903 1.948
H 1.222 -0.674 0.200
H 0.196 -3.663 -0.368
H 0.097 -2.940 -2.714
H -1.162 -2.025 -2.030
H 1.178 -0.506 -1.434
H 0.741 0.008 -4.301
H 1.747 -1.071 -4.027
H -0.733 0.403 -0.938
H -1.632 -0.142 -2.401
H -1.242 2.169 -2.640
O 0.332 1.703 3.517
H 0.307 2.657 3.504
H 1.127 1.502 3.032
O -1.415 2.134 1.313
H -0.826 2.435 1.962
H -1.324 1.266 1.602
O -4.056 0.336 -0.621
H -3.564 -0.500 -0.425
H -3.687 1.095 -0.305
O 3.309 0.016 2.432
H 3.173 -0.300 1.596
H 3.540 1.030 2.285
O -1.497 -0.351 2.124
H -1.169 -1.054 1.599
H -0.819 -0.160 2.772
O 1.076 1.874 0.223
H 0.146 1.719 0.403
H 1.021 2.526 -0.399
```

=====

8.
Molecular formula: H14O7
Method: DFT, the ωB97M-V functional and the def2-TZVPD basis

E_HOMO (Ha): -0.3901
ΔE to the lowest compared entry with this formula, charge and spin (eV): 3.475
Lowest unoccupied orbital energy (eV): -0.12
Net charge: 0

Geometry as XYZ:
```
21
H14O7 | OMol25 | the ωB97M-V functional and the def2-TZVPD basis
O -46.561 -38.387 -10.336
H -47.510 -38.536 -10.718
H -45.804 -38.030 -10.865
O -50.061 -37.813 -9.632
H -49.748 -37.809 -10.521
H -50.490 -37.063 -9.275
O -51.553 -39.959 -8.695
H -51.055 -39.502 -9.214
H -50.935 -40.659 -8.170
O -50.053 -34.956 -6.654
H -49.703 -35.882 -6.335
H -50.200 -35.073 -7.540
O -48.680 -38.719 -11.875
H -48.412 -38.443 -12.704
H -49.336 -39.460 -12.051
O -48.286 -39.976 -8.344
H -48.378 -39.447 -9.087
H -47.318 -39.949 -8.201
O -50.873 -34.780 -9.345
H -51.205 -33.936 -9.472
H -51.687 -35.176 -9.607
```

=====

9.
Molecular formula: C40H28F13N2O7P
Method: DFT, the ωB97M-V functional and the def2-TZVPD basis

E_HOMO (Ha): -0.3349
ΔE to the lowest compared entry with this formula, charge and spin (eV): 0.000
Lowest unoccupied orbital energy (eV): -1.07
Net charge: 0

Geometry as XYZ:
```
91
C40H28F13N2O7P | OMol25 | the ωB97M-V functional and the def2-TZVPD basis
N -1.909 -11.592 4.265
P -2.769 -10.401 4.801
O -4.183 -10.962 5.354
O -2.048 -9.675 6.077
C -3.053 -9.084 3.546
C -1.767 -9.039 2.657
C -2.327 -9.733 1.417
C -1.446 -9.911 0.167
C -1.581 -8.761 -0.854
C -0.948 -7.421 -0.370
F -1.942 -6.710 0.163
F 0.000 -7.723 0.531
C -0.386 -6.685 -1.603
F 0.475 -7.407 -2.294
F -1.442 -6.482 -2.411
C 0.205 -5.261 -1.347
F 0.655 -4.860 -2.550
F -0.729 -4.389 -1.024
C 1.437 -5.202 -0.391
F 2.248 -4.239 -0.862
F 2.152 -6.311 -0.414
C 1.128 -4.814 1.099
F -0.104 -5.104 1.495
F 1.949 -5.544 1.864
C 1.451 -3.331 1.472
F 0.938 -3.146 2.686
F 2.724 -3.125 1.601
F 0.884 -2.452 0.685
N -3.624 -9.049 1.278
C -4.224 -9.225 2.541
O -5.361 -9.442 2.724
H -1.043 -11.687 4.786
H -4.041 -11.145 6.297
H -1.136 -9.986 6.157
H -3.118 -8.170 4.149
H -1.443 -8.001 2.537
H -0.888 -9.535 3.069
H -2.621 -10.742 1.752
H -1.819 -10.821 -0.319
H -0.411 -10.131 0.431
H -1.180 -9.081 -1.818
H -2.644 -8.569 -1.011
H -4.240 -9.358 0.534
O 0.412 2.549 -0.199
C 0.368 2.479 -1.411
C 0.198 1.167 -2.091
C 0.067 0.014 -1.327
C -0.130 -1.208 -1.947
C -0.199 -1.285 -3.335
C -0.052 -0.141 -4.102
C 0.152 1.087 -3.485
C 0.326 2.305 -4.322
O 0.340 2.228 -5.534
C 0.475 3.619 -3.641
C 0.603 4.773 -4.406
C 0.710 6.006 -3.785
C 0.691 6.094 -2.396
C 0.578 4.945 -1.630
C 0.475 3.705 -2.247
H 0.115 0.074 -0.247
H -0.237 -2.102 -1.353
H -0.366 -2.240 -3.817
H -0.101 -0.202 -5.181
H 0.613 4.707 -5.486
H 0.806 6.904 -4.382
H 0.767 7.061 -1.913
H 0.566 5.014 -0.550
O 1.021 13.649 1.894
C 1.327 12.689 1.217
C 2.183 12.850 0.011
C 2.652 14.113 -0.329
C 3.480 14.271 -1.428
C 3.846 13.167 -2.192
C 3.368 11.908 -1.867
C 2.531 11.745 -0.770
C 2.010 10.391 -0.443
O 2.268 9.439 -1.152
C 1.172 10.226 0.775
C 0.706 8.962 1.116
C -0.048 8.788 2.264
C -0.341 9.879 3.078
C 0.109 11.143 2.735
C 0.862 11.323 1.581
H 2.372 14.972 0.267
H 3.848 15.255 -1.689
H 4.503 13.290 -3.043
H 3.648 11.051 -2.465
H 0.938 8.112 0.487
H -0.406 7.802 2.530
H -0.923 9.740 3.980
H -0.123 11.990 3.367
```